#1
Computed, not measured: a cluster of 2 separate species, C4H5N2 in total, with the ωB97M-V functional and the def2-TZVPD basis.

Bonds (Å) are listed after each position.
CARTESIAN COORDINATES (ANGSTROEM)
1 C -0.13 0.02 1.82  C2 1.321, H7 1.002
2 C 1.11 0.01 2.26  C1 1.321, N5 1.191
3 C -1.17 -0.37 -1.83  C4 1.441, N6 1.536, H8 1.075, H9 1.163
4 C -0.36 0.82 -1.97  C3 1.441, N6 1.238, H10 1.027
5 N 2.22 -0.10 2.67  C2 1.191, H11 0.996
6 N -0.58 0.58 -0.78  C3 1.536, C4 1.238
7 H -1.12 0.18 1.78  C1 1.002
8 H -2.19 -0.34 -2.16  C3 1.075
9 H -0.90 -1.50 -1.88  C3 1.163
10 H 0.10 1.38 -2.69  C4 1.027
11 H 3.02 -0.69 2.79  N5 0.996

Spin multiplicity: 1
Highest occupied orbital energy (alpha / beta): -14.1 / -14.1 eV
Net charge: +1

Table of natural (NBO) atomic charges, one value per atom, all in e: atom 1 (C): 0.192, atom 2 (C): 0.305, atom 3 (C): -0.318, atom 4 (C): 0.147, atom 5 (N): -0.350, atom 6 (N): -0.341, atom 7 (H): 0.247, atom 8 (H): 0.202, atom 9 (H): 0.211, atom 10 (H): 0.229, atom 11 (H): 0.475

=====

#2
Computed, not measured: the ion C4H5N2 with charge +1, with the ωB97M-V functional and the def2-TZVPD basis.

Bonds (Å) are listed after each position.
CARTESIAN COORDINATES (ANGSTROEM)
1 C -0.55 -0.29 0.34  C2 1.393, H7 1.185, H8 1.055, H9 1.072
2 C 0.51 0.33 -0.31  C1 1.393, C3 1.402, C6 1.532
3 C 0.75 1.62 -0.80  C2 1.402, N4 1.332, H10 1.032
4 N 1.96 1.59 -1.34  C3 1.332, N5 1.258
5 N 2.31 0.41 -1.60  N4 1.258, C6 1.278
6 C 1.69 -0.46 -0.89  C2 1.532, N5 1.278, H11 1.014
7 H -0.38 -1.47 0.27  C1 1.185
8 H -1.42 0.25 0.08  C1 1.055
9 H -0.58 -0.17 1.40  C1 1.072
10 H 0.29 2.52 -0.58  C3 1.032
11 H 1.91 -1.44 -0.97  C6 1.014

Spin multiplicity: 1
Highest occupied orbital energy (alpha / beta): -15.9 / -16.3 eV
Net charge: +1

Table of natural (NBO) atomic charges, one value per atom, all in e: atom 1 (C): -0.729, atom 2 (C): 0.240, atom 3 (C): -0.068, atom 4 (N): 0.067, atom 5 (N): -0.022, atom 6 (C): 0.062, atom 7 (H): 0.308, atom 8 (H): 0.295, atom 9 (H): 0.340, atom 10 (H): 0.262, atom 11 (H): 0.246

=====

#3
Computed, not measured: the ion C4H5N2 with charge +1, with the ωB97M-V functional and the def2-TZVPD basis.

Bonds (Å) are listed after each position.
CARTESIAN COORDINATES (ANGSTROEM)
1 C -2.27 1.02 0.14  N2 1.141, H7 1.072
2 N -1.83 -0.02 -0.04  C1 1.141, N3 1.225
3 N -1.09 -1.00 -0.11  N2 1.225, C4 1.283
4 C 0.15 -0.76 0.11  N3 1.283, C5 1.398, C6 1.453
5 C 0.84 0.45 -0.07  C4 1.398, C6 1.596, H8 1.018, H9 1.077
6 C 1.59 -0.96 0.05  C4 1.453, C5 1.596, H10 1.063, H11 0.983
7 H -3.10 1.68 0.06  C1 1.072
8 H 0.69 0.81 -1.01  C5 1.018
9 H 1.11 1.14 0.71  C5 1.077
10 H 1.97 -1.45 -0.81  C6 1.063
11 H 1.95 -0.90 0.97  C6 0.983

Spin multiplicity: 1
Highest occupied orbital energy: -15.8 eV
Net charge: +1

Table of natural (NBO) atomic charges, one value per atom, all in e: atom 1 (C): 0.310, atom 2 (N): 0.016, atom 3 (N): -0.231, atom 4 (C): 0.410, atom 5 (C): -0.493, atom 6 (C): -0.360, atom 7 (H): 0.295, atom 8 (H): 0.248, atom 9 (H): 0.276, atom 10 (H): 0.273, atom 11 (H): 0.257

=====

Q: Which of them is the least stable? A: #1.